1.
Formula: C4H8NO2
Source: the OMol25 dataset
Level of theory: ωB97M-V/def2-TZVPD

Structure (XYZ):
```
15
Properties=species:S:1:pos:R:3:forces:R:3:mulliken_charge:R:1
C -2.234 -0.839 0.507 -1.069 -1.601 1.561 -0.325
H -0.072 -0.186 0.680 0.180 1.127 0.536 0.092
C -0.902 -0.519 -0.167 -1.884 1.901 -1.806 0.179
C 2.044 0.391 0.215 -2.062 1.845 0.790 -1.258
H -0.483 -1.124 -0.974 0.278 -0.552 0.219 0.440
H -2.932 -0.018 0.240 0.272 0.428 -0.464 0.179
H 1.763 1.015 1.080 0.409 -0.258 0.340 0.365
H 1.819 -0.640 0.484 0.665 -0.286 -0.309 0.321
N -0.444 0.759 -0.127 1.382 -2.674 1.082 -0.414
O 1.210 0.301 -2.023 -1.032 -0.340 0.478 -0.800
H 1.031 1.989 -0.927 0.081 0.020 0.236 0.311
C 1.022 0.874 -0.882 1.550 0.391 -1.401 0.265
H -2.108 -0.635 1.627 0.488 0.287 -0.457 0.158
H 3.049 0.685 -0.054 0.179 -0.578 -0.285 0.339
O -2.762 -2.053 0.321 0.562 0.289 -0.518 -0.852
```
Positions in Å, forces in eV/Å.

Energy relative to the best compared isomer or geometry (same formula, charge and spin), kcal/mol: 160.7
Gap between HOMO and LUMO, eV: 6.306
Net charge: -1
Largest force on an atom, hartree/bohr: 0.063

2.
Formula: C5H12N2Si
Source: the OMol25 dataset
Level of theory: ωB97M-V/def2-TZVPD

Structure (XYZ):
```
20
Properties=species:S:1:pos:R:3:forces:R:3:mulliken_charge:R:1
H 0.826 -2.524 -0.920 -0.632 -0.805 0.516 0.236
Si 0.813 0.559 0.008 -4.487 3.398 -0.975 0.637
H 1.134 0.717 -2.605 -0.764 0.039 0.685 0.290
H -0.613 -1.693 -0.265 -0.126 -0.486 -1.540 0.306
C 3.229 -0.303 0.698 -1.068 -0.565 -1.704 0.523
C -0.800 -0.353 0.269 -0.268 0.611 0.521 -1.034
H 0.253 3.027 0.659 -0.143 -0.611 0.201 0.291
H -0.056 1.865 2.016 -0.785 -0.091 0.572 0.351
H -1.051 -0.688 1.283 -0.197 0.135 -0.315 0.455
H -0.726 -3.424 -0.225 0.727 -0.661 0.557 0.330
C 0.591 2.136 1.219 0.885 -1.029 -1.974 -1.183
H -1.658 0.048 -0.344 0.975 -0.572 0.843 0.325
H 0.709 2.222 -1.863 0.093 0.518 0.036 0.355
C 0.483 1.167 -1.812 1.546 -0.292 0.192 -1.128
N 2.191 -0.372 -0.016 1.633 -0.993 0.915 -0.193
C -0.270 -2.697 -0.875 0.637 0.364 0.256 -1.067
H -0.603 -2.963 -1.867 -0.477 0.788 -0.378 0.291
H -0.574 1.073 -2.037 -0.053 -0.281 -0.121 0.314
N 4.315 -0.372 1.131 1.515 0.215 1.221 -0.480
H 1.526 2.402 1.650 0.989 0.319 0.490 0.380
```
Positions in Å, forces in eV/Å.

Energy relative to the best compared isomer or geometry (same formula, charge and spin), kcal/mol: 88.0
Gap between HOMO and LUMO (alpha / beta), eV: 10.132 / 4.681
Largest force on an atom, hartree/bohr: 0.111

3.
Formula: C10H20N2O2S
Source: the OMol25 dataset
Level of theory: ωB97M-V/def2-TZVPD

Structure (XYZ):
```
35
Properties=species:S:1:pos:R:3:forces:R:3:mulliken_charge:R:1
H 1.529 2.084 0.472 -0.188 -0.047 0.034 0.299
N -0.779 0.122 -0.555 0.480 -0.307 0.286 -0.064
H -2.931 -2.533 0.207 0.092 0.043 -0.016 0.384
H 2.922 -2.298 -0.904 -0.020 -0.096 -0.032 0.358
C 3.460 -1.399 -1.215 0.168 0.246 -0.102 -0.696
H 3.717 1.188 0.846 0.002 0.108 -0.024 0.410
C -2.805 -0.647 0.584 -0.426 0.456 -0.382 0.582
H 3.032 0.687 -1.543 -0.022 0.093 -0.005 0.262
H 4.984 -0.706 1.808 -0.027 -0.060 0.067 0.328
H 3.823 -1.562 -2.231 -0.047 -0.091 -0.014 0.317
S -0.949 2.717 -0.066 -0.353 0.782 0.076 -0.479
N 1.109 1.184 0.292 0.106 -0.154 0.059 -0.132
H 5.298 -2.030 -0.279 0.083 0.037 -0.027 0.318
H 1.462 -0.842 0.586 0.088 0.015 0.024 0.265
H 1.664 -0.380 -1.861 -0.009 0.082 -0.031 0.317
H -2.441 -0.570 -1.560 -0.073 0.034 0.068 0.351
H -2.606 1.039 -0.784 0.033 -0.162 -0.065 0.412
H 5.210 -0.300 -0.619 0.082 0.034 -0.032 0.321
H -2.458 -0.102 1.469 -0.068 0.029 -0.098 0.265
H 2.818 0.460 2.184 -0.017 0.088 -0.006 0.368
H -4.711 -1.106 1.480 0.044 0.115 -0.046 0.333
C -2.213 0.026 -0.670 -0.407 -0.162 0.302 -1.314
C 2.510 -0.206 -1.193 -0.138 -0.351 0.148 -0.532
C 4.636 -1.162 -0.272 -0.147 -0.292 0.094 -0.624
H 3.621 -1.788 1.519 0.002 -0.054 0.068 0.324
O -2.318 -1.965 0.697 0.114 -0.419 0.042 -0.589
C -4.341 -0.652 0.557 0.499 0.239 0.426 -0.807
C 4.139 -0.901 1.147 0.168 0.261 -0.141 -0.646
H -0.336 -0.761 -0.336 0.046 0.048 -0.076 0.254
O -4.827 -1.464 -0.488 -0.124 -0.249 -0.403 -0.541
H -4.739 -0.992 -1.323 -0.032 -0.042 0.038 0.329
C 3.185 0.291 1.170 -0.225 -0.370 0.148 -1.006
H -4.721 0.373 0.488 0.009 -0.032 0.026 0.379
C 2.003 0.046 0.233 0.137 0.057 -0.280 -0.041
C -0.179 1.249 -0.104 0.171 0.122 -0.130 0.296
```
Positions in Å, forces in eV/Å.

Energy relative to the best compared isomer or geometry (same formula, charge and spin), kcal/mol: 0.0
Gap between HOMO and LUMO, eV: 8.677
Structure (SMILES): OC[C@@H](O)CNC(=S)NC1CCCCC1
Largest force on an atom, hartree/bohr: 0.017

4.
Formula: C3H8NO2
Source: the OMol25 dataset
Level of theory: ωB97M-V/def2-TZVPD

Structure (XYZ):
```
14
Properties=species:S:1:pos:R:3:forces:R:3:mulliken_charge:R:1
O -1.313 -2.184 0.551 0.498 0.660 -0.481 -0.421
O -0.766 -0.609 -0.946 0.176 0.584 -0.022 -0.589
H 0.953 -2.621 0.979 0.174 -0.198 0.124 0.322
C -0.659 2.067 -0.229 0.278 0.572 0.319 -0.111
N 0.579 2.375 -0.192 -0.407 -0.355 -0.540 -0.105
H -1.042 1.297 0.421 -0.072 -0.154 -0.174 0.287
H 1.244 1.788 0.302 0.102 0.273 0.132 0.283
H 0.922 3.119 -0.796 0.238 -0.140 0.169 0.288
H 1.355 -0.892 0.866 0.124 -0.156 0.111 0.169
H 1.641 -1.917 -0.531 -0.050 -0.102 -0.056 0.304
C 0.986 -1.767 0.323 -0.455 0.818 -0.360 -0.795
H -1.300 2.680 -0.850 -0.180 -0.202 -0.003 0.320
H -2.181 -1.913 0.228 -0.425 -0.147 -0.013 0.355
C -0.419 -1.423 -0.127 -0.001 -1.455 0.793 0.692
```
Positions in Å, forces in eV/Å.

Energy relative to the best compared isomer or geometry (same formula, charge and spin), kcal/mol: 28.8
Gap between HOMO and LUMO, eV: 9.181
Net charge: +1
Largest force on an atom, hartree/bohr: 0.032

5.
Formula: C2H11N2O
Source: the OMol25 dataset
Level of theory: ωB97M-V/def2-TZVPD

Structure (XYZ):
```
16
Properties=species:S:1:pos:R:3:forces:R:3:mulliken_charge:R:1
H 0.517 1.377 -1.482 -0.204 -0.432 -0.131 0.377
H 0.026 -2.465 -1.466 0.126 -0.067 0.177 0.340
H -1.653 1.076 1.692 -0.105 -0.181 0.314 0.412
H 0.858 -0.080 -0.697 -0.012 -0.174 -0.016 0.270
N -0.696 -0.730 1.201 0.507 0.047 0.136 -0.383
H -1.867 0.641 0.038 -0.039 -0.290 -0.028 0.275
H 1.020 -1.825 -2.391 0.214 -0.054 0.121 0.330
N 0.857 0.950 -0.619 -0.180 0.755 0.091 -0.200
H -1.025 -1.149 2.051 -0.154 -0.009 -0.044 0.211
H -0.199 2.517 0.250 -0.424 -0.055 0.079 0.364
O 0.802 -1.887 -1.450 -0.340 0.214 -0.395 -0.702
H -0.574 -1.378 0.446 -0.275 -0.150 0.041 0.061
H 1.808 1.296 -0.543 0.311 -0.248 0.164 0.355
C -1.152 0.580 0.868 -0.037 0.837 -0.659 -0.436
H 0.690 1.546 1.396 0.186 -0.161 0.122 0.306
C 0.029 1.493 0.541 0.428 -0.032 0.028 -0.581
```
Positions in Å, forces in eV/Å.

Energy relative to the best compared isomer or geometry (same formula, charge and spin), kcal/mol: 11.2
Gap between HOMO and LUMO, eV: 9.993
Net charge: +1
Largest force on an atom, hartree/bohr: 0.021

6.
Formula: CH4N2O2
Source: the OMol25 dataset
Level of theory: ωB97M-V/def2-TZVPD

Structure (XYZ):
```
9
Properties=species:S:1:pos:R:3:forces:R:3:mulliken_charge:R:1
H -0.571 1.457 1.253 0.323 0.692 0.558 0.293
N 0.033 -1.072 -0.338 -0.580 -0.383 -0.237 -0.364
C -0.830 0.641 0.626 -3.475 3.440 -0.949 -0.628
O 0.901 -1.750 -1.139 0.715 1.132 0.556 -0.332
O 1.358 0.736 -0.014 1.129 0.477 -0.584 -0.694
H 1.710 -1.214 -1.260 -0.057 0.092 0.136 0.343
N 0.310 0.101 0.079 1.544 -4.432 -0.983 0.811
H -1.582 0.044 1.098 0.278 -1.066 0.172 0.301
H -1.329 1.055 -0.306 0.122 0.047 1.332 0.271
```
Positions in Å, forces in eV/Å.

Energy relative to the best compared isomer or geometry (same formula, charge and spin), kcal/mol: 92.5
Gap between HOMO and LUMO, eV: 10.310
Structure (SMILES): C/[N+]([O-])=N/O
Largest force on an atom, hartree/bohr: 0.097

Number 6 is which compound? CH4N2O2